Formula: C5H6NO
Source: the OMol25 dataset
Level of theory: ωB97M-V/def2-TZVPD

Properties
HOMO-LUMO gap (alpha / beta)   7.881 / 7.883 eV
F_max   3.63 eV/Å
Highest occupied orbital energy (alpha / beta)   -14.47 / -14.47 eV
Charge   +1
Energy relative to the best compared isomer or geometry (same formula, charge and spin)   9.393 eV

```
13
C5H6NO (ωB97M-V/def2-TZVPD)
C 0.497 -1.517 -0.655
C -1.822 -0.814 -0.235
C 1.166 -1.287 0.638
C -0.033 1.019 -0.238
C -1.494 0.621 -0.434
N 0.974 -0.147 -0.304
O -2.144 -0.029 0.657
H 0.591 -1.292 1.570
H 2.172 -1.566 0.809
H 0.423 1.845 -0.985
H 0.141 1.568 0.764
H -2.286 1.291 -0.873
H 1.815 0.308 -0.714
```